A 5-piece molecular cluster, C28H47IN10O6S overall, computed with ωB97M-V with the def2-TZVPD basis set.

- DFT total energy (Eh) = -2790.21509
- orbital gap (eV) = 7.99
- HOMO level (eV) = -8.1
- molar mass (g mol⁻¹) = 778.7
- E_LUMO (eV) = -0.076
- structure (SMILES) = CCCCCCCCc1cccc2c1Nc1cc(NCC)c(CC(=O)O)c(I)c1S2.NC(N)=O.NC(N)=O.NC(N)=O.NC(N)=O

Structure (ORCA input):
```
! wB97M-V def2-TZVPD RIJCOSX def2/J DEFGRID3
* xyz 0 1
C 7.92353 -2.48933 0.78216
C 8.45322 -1.91210 -0.52851
C 8.21032 -0.40067 -0.64754
C 6.83256 -0.08171 -1.23734
C 6.22292 1.24243 -0.76114
C 4.69223 1.22456 -0.79289
C 4.03131 2.12537 0.25228
C 2.60493 1.68644 0.56704
C 2.48824 0.71731 1.70930
C 3.57701 -0.00849 2.18016
C 3.44902 -0.90519 3.23361
C 2.21647 -1.13570 3.82512
C 1.11339 -0.43003 3.34985
C 1.24767 0.49907 2.32148
N 0.08302 1.21331 1.86413
C -0.99941 0.31996 1.58081
C -1.65983 0.42784 0.37527
C -2.73424 -0.40563 0.06503
N -3.36594 -0.23260 -1.17333
C -2.51793 -0.20033 -2.37475
C -3.35433 -0.54054 -3.59514
C -3.15067 -1.37605 0.99007
C -4.29105 -2.28087 0.61801
C -3.86488 -3.34819 -0.36204
O -2.75723 -3.77671 -0.48687
O -4.90478 -3.77757 -1.17359
C -2.46388 -1.48393 2.20238
I -3.01401 -2.93647 3.60977
C -1.39219 -0.64489 2.51381
S -0.49479 -0.71270 4.03242
H 8.23551 -1.87424 1.62704
H 6.83277 -2.50503 0.77633
H 8.27469 -3.50616 0.94966
H 9.50851 -2.14986 -0.65362
H 7.90954 -2.39113 -1.34673
H 8.29408 0.05044 0.34334
H 8.99784 0.02878 -1.26821
H 6.92510 -0.06070 -2.32444
H 6.15268 -0.89592 -0.97604
H 6.58257 1.46883 0.24520
H 6.60109 2.04586 -1.39817
H 4.35964 0.19354 -0.64175
H 4.34928 1.53934 -1.77986
H 4.00063 3.14983 -0.12469
H 4.63370 2.16654 1.16161
H 2.19538 1.19489 -0.32099
H 1.95968 2.54016 0.75513
H 4.54635 0.09060 1.71358
H 4.31185 -1.45762 3.57685
H 2.10207 -1.85412 4.62389
H -0.21799 1.83262 2.61589
H -1.34157 1.17799 -0.33456
H -4.14661 -0.85605 -1.30407
H -1.68352 -0.89585 -2.26596
H -2.12939 0.81014 -2.49603
H -3.58357 -1.60646 -3.63353
H -4.30199 -0.00319 -3.54371
H -2.85263 -0.25226 -4.51379
H -4.68897 -2.78513 1.49604
H -5.10939 -1.72416 0.16295
H -5.20539 -4.64538 -0.87553
N -3.57777 5.50603 1.31306
C -3.43526 4.48407 0.42270
N -3.38965 3.22634 0.96751
O -3.35708 4.66527 -0.78185
H -3.66198 5.37624 2.30260
H -3.61909 6.44469 0.96119
H -3.28999 2.45534 0.33373
H -3.44871 3.04433 1.95091
N 1.91058 -2.94191 0.49369
C 3.04710 -2.85240 -0.25892
N 3.19481 -3.79758 -1.23651
O 3.87070 -1.97362 -0.06655
H 1.20556 -3.64116 0.35768
H 1.78657 -2.25471 1.21741
H 4.02024 -3.74653 -1.80244
H 2.52634 -4.52356 -1.40809
N -6.29006 -4.14713 -4.16393
C -5.82847 -5.05627 -5.07728
N -4.61313 -5.61107 -4.76982
O -6.44597 -5.35005 -6.08295
H -5.78667 -3.89298 -3.33288
H -7.17008 -3.70760 -4.35512
H -4.23956 -6.27980 -5.41581
H -4.08740 -5.36959 -3.95110
N -6.86358 7.83389 3.52597
C -6.11775 7.68197 2.38921
N -6.80719 7.28259 1.28052
O -4.91491 7.88584 2.37120
H -7.85152 7.67369 3.56466
H -6.38248 8.13295 4.35270
H -6.28311 7.14373 0.43650
H -7.79309 7.10605 1.27656
*
```



C22H17N4O7Ti as an isolated structure, computed with ωB97M-V with the def2-TZVPD basis set.

- DFT total energy (Eh) = -2444.00162
- orbital gap (eV) = 6.90
- HOMO level (eV) = -4.1
- molar mass (g mol⁻¹) = 497.3
- ΔE to the lowest compared entry with this formula, charge and spin (kcal per mole) = 0.0
- E_LUMO (eV) = 2.836

Structure (ORCA input):
```
! wB97M-V def2-TZVPD RIJCOSX def2/J DEFGRID3
* xyz -1 1
Ti 0.63024 0.19506 0.26086
O 2.22502 2.14744 -1.82369
C 2.18476 1.00084 -1.05323
N 2.35406 1.07841 0.30110
C 3.36620 0.47850 1.06229
C 4.72926 0.56625 0.84497
C 5.59810 -0.07127 1.72875
C 5.10085 -0.76865 2.81998
C 3.72651 -0.86489 3.03866
C 2.86117 -0.25306 2.14595
N 1.45706 -0.25046 2.13631
C 0.74112 -0.15803 3.26190
O 1.04237 -0.48279 4.40744
C -0.57580 0.55381 3.00773
C -1.49450 0.72777 4.02610
C -2.62730 1.48175 3.78207
C -2.80322 2.03702 2.52359
C -1.84688 1.80199 1.55378
N -0.74754 1.08905 1.79237
C 2.14596 -0.26886 -1.68305
C 2.23501 -0.55324 -3.06761
C 2.11411 -1.85689 -3.46467
C 1.84380 -2.87482 -2.53360
C 1.66128 -2.51197 -1.22105
N 1.83337 -1.25745 -0.80182
H 5.10085 1.13072 -0.00207
H 6.66719 -0.01380 1.56257
H 5.78352 -1.25608 3.50565
H 3.32604 -1.41389 3.87833
H -1.28435 0.27332 4.98384
H -3.36446 1.63636 4.55992
H -3.67820 2.62385 2.28194
H -1.95545 2.17663 0.54527
H 2.41535 0.25451 -3.76233
H 2.21782 -2.10881 -4.51406
H 1.73111 -3.90373 -2.84270
H 1.35046 -3.22024 -0.46319
O -0.34258 1.98694 -2.99196
C -0.73835 1.05003 -2.30480
O -0.70894 1.00507 -1.01909
C -1.35094 -0.16414 -3.00126
O -1.18252 -1.37941 -2.31720
C -2.18695 -1.71204 -1.37941
C -1.90673 -1.31166 0.07770
O -2.86161 -1.04635 0.79262
O -0.67084 -1.37359 0.44501
H 1.35327 2.28968 -2.24057
H -0.86416 -0.26332 -3.97074
H -2.41418 0.05291 -3.17292
H -2.26271 -2.80354 -1.38911
H -3.15422 -1.29540 -1.67372
*
```



A 18-piece molecular cluster, C6H54BN4O19S overall, computed with ωB97M-V with the def2-TZVPD basis set.

- DFT total energy (Eh) = -2332.49940
- orbital gap (eV) = 9.92
- HOMO level (eV) = -12.0
- molar mass (g mol⁻¹) = 529.4
- E_LUMO (eV) = -2.051

Structure (ORCA input):
```
! wB97M-V def2-TZVPD RIJCOSX def2/J DEFGRID3
* xyz 1 1
C 3.09409 0.22883 0.80889
N 2.60951 -0.68023 -0.28314
C 3.02900 -2.07126 -0.00255
B 1.24168 -0.46349 -0.53750
O 0.68486 0.77737 -0.65951
S 0.05100 -1.94315 -0.79715
C 0.08748 -2.96530 0.69995
C 0.24831 -2.23744 2.03139
O 1.16275 -2.94928 2.86699
C -1.53861 -1.09475 -0.95569
C -2.27201 -0.66955 0.33166
N -1.39778 0.07099 1.20721
N -2.73803 -1.84877 1.04834
N -3.34225 0.20011 -0.18901
H 2.29609 0.46013 1.51408
H 3.48840 1.15146 0.39660
H 3.87482 -0.28175 1.36386
H 2.81939 -2.36598 1.02728
H 2.57264 -2.76068 -0.71223
H 4.10800 -2.15691 -0.13985
H 0.69052 1.14737 -1.55430
H 0.89189 -3.68366 0.56039
H -0.85311 -3.51249 0.66744
H 0.64064 -1.23056 1.92950
H -0.71652 -2.17188 2.51910
H 0.65532 -3.60093 3.36559
H -2.18336 -1.74754 -1.54377
H -1.30576 -0.21703 -1.55775
H -1.86446 0.27665 2.08673
H -1.16130 0.94994 0.76104
H -2.87723 -1.64473 2.03295
H -3.60448 -2.19064 0.65256
H -3.99215 -0.32081 -0.77009
H -3.85203 0.59211 0.59662
O 1.65650 -0.25826 -3.48181
H 2.38884 -0.11570 -2.87069
H 2.09601 -0.64768 -4.26169
O 5.01716 2.86012 -0.60234
H 4.58101 3.55353 -0.09028
H 4.30210 2.42031 -1.06950
O 5.36092 -0.58128 -2.30458
H 4.54033 -0.54464 -1.80520
H 6.03758 -0.23794 -1.71273
O 2.92654 2.69288 3.03055
H 1.97156 2.58629 3.07838
H 3.28616 1.85542 3.33867
O -0.64929 1.66910 -3.28029
H -1.43860 1.33224 -3.72207
H 0.06328 1.07763 -3.54771
O 5.71468 -0.92045 2.47794
H 6.22879 -1.46142 1.86805
H 6.06317 -0.02864 2.36732
O -0.73048 -4.98859 3.70835
H -1.64847 -5.27478 3.73638
H -0.22107 -5.75743 3.98742
O -1.95440 -0.82995 4.35433
H -1.33331 -1.47797 4.70353
H -2.63760 -0.78552 5.03615
O -2.62951 -0.32118 7.14498
H -3.52997 -0.28095 7.48396
H -2.08958 0.05129 7.84871
O -6.58920 -0.23204 -0.52912
H -5.80113 0.11717 -0.10965
H -6.46646 0.09474 -1.43074
O 4.10908 -3.02884 3.75500
H 4.61310 -2.23692 3.52319
H 3.18691 -2.80364 3.58091
O -5.69198 2.12987 -1.98356
H -4.90255 2.42135 -1.51555
H -5.49600 2.34287 -2.90877
O 3.01848 -0.89633 -5.84004
H 2.57893 -0.49660 -6.59718
H 3.93098 -1.03320 -6.11204
O 3.74898 5.36678 0.76509
H 2.93172 5.48900 1.25699
H 4.44477 5.55857 1.40248
O -5.40860 2.99566 -4.72673
H -4.88039 3.77268 -4.96352
H -6.16259 2.99857 -5.32508
O -3.37036 0.77699 -4.90724
H -4.01091 1.49834 -4.98918
H -3.67281 0.10017 -5.51867
O -4.53354 5.88114 -4.29193
H -5.46775 6.09777 -4.38099
H -4.27412 6.29764 -3.46433
*
```



One molecule with the formula C3H7N3O, computed with ωB97M-V with the def2-TZVPD basis set.

- DFT total energy (Eh) = -358.00469
- orbital gap (eV) = 10.81
- HOMO level (eV) = -9.8
- molar mass (g mol⁻¹) = 101.1
- ΔE to the lowest compared entry with this formula, charge and spin (kcal per mole) = 28.3
- E_LUMO (eV) = 0.977
- structure (SMILES) = [H]/N=C/NC(=O)NC

Structure (ORCA input):
```
! wB97M-V def2-TZVPD RIJCOSX def2/J DEFGRID3
* xyz 0 1
H -2.49151 1.13314 -1.27443
N -2.06327 0.84022 -0.40347
C -2.03163 -0.41466 -0.28417
N -1.17971 -0.93498 0.76872
C 0.06924 -0.66699 0.14270
O 0.26300 -1.11968 -0.97481
N 0.94666 0.19744 0.70577
C 2.13375 0.45887 -0.08660
H -2.43931 -1.17555 -0.95391
H -1.35162 -0.39675 1.61352
H 0.86340 0.53148 1.65127
H 1.83247 0.82029 -1.07507
H 2.68398 -0.47472 -0.23305
H 2.76457 1.20191 0.40353
*
```